(1)
{
  "formula": "C6H14NO",
  "method": "ωB97M-V/def2-TZVPD",
  "total_energy_ha": -366.96499,
  "e_lumo_ev": 3.389,
  "orbital_gap_ev": 5.54,
  "e_homo_ev": -2.1486,
  "total_charge": -1,
  "smiles": "CCCN(C)CC[O-]",
  "elements": ["O", "N", "C", "C", "C", "C", "C", "C", "H", "H", "H", "H", "H", "H", "H", "H", "H", "H", "H", "H", "H", "H"],
  "coordinates": [[2.649, 2.585, -0.152], [0.065, -0.084, -0.321], [-0.876, -0.533, 0.687], [-1.726, -1.718, 0.242], [-2.061, -2.715, 1.357], [0.977, 0.896, 0.256], [2.149, 1.438, -0.643], [-0.661, 0.505, -1.440], [-1.147, -3.066, 1.849], [0.444, 1.804, 0.576], [1.470, 0.417, 1.107], [-2.696, -2.270, 2.129], [-0.262, -0.866, 1.528], [1.730, 1.525, -1.674], [-1.518, -0.115, -1.709], [-2.677, -1.385, -0.170], [-1.020, 1.518, -1.205], [-0.002, 0.618, -2.294], [2.899, 0.603, -0.660], [-1.227, -2.244, -0.567], [-1.503, 0.290, 1.072], [-2.533, -3.598, 0.905]],
  "forces_ev_per_angstrom": [[0.0, -0.1, 0.0], [-0.6, 0.1, -0.4], [0.5, -0.4, 0.3], [-0.5, -0.1, 0.2], [0.4, -0.1, -0.2], [0.9, 0.2, -0.2], [-0.2, 0.1, 0.5], [0.1, 0.0, 0.1], [-0.1, 0.1, 0.0], [-0.1, 0.0, 0.2], [-0.2, 0.2, 0.2], [-0.1, -0.1, -0.1], [0.0, 0.0, 0.1], [0.2, -0.1, -0.2], [0.1, 0.0, -0.1], [-0.1, 0.2, -0.2], [-0.2, 0.1, 0.2], [0.0, -0.1, -0.2], [-0.1, -0.1, -0.3], [0.3, 0.0, -0.1], [-0.1, 0.1, -0.1], [-0.2, 0.2, 0.3]],
  "lowdin_charge": [-0.384, -0.229, -0.262, -0.269, -0.129, -0.234, -0.546, -0.116, 0.066, 0.102, 0.101, 0.066, 0.108, 0.061, 0.064, 0.090, 0.088, 0.063, 0.075, 0.104, 0.120, 0.062]
}

---

(2)
{
  "formula": "C25H38N2O5",
  "method": "ωB97M-V/def2-TZVPD",
  "total_energy_ha": -1461.14876,
  "e_lumo_ev": 0.677,
  "orbital_gap_ev": 8.83,
  "e_homo_ev": -8.1486,
  "total_charge": 0,
  "smiles": "CCCOc1ccc([C@H]2C(=O)N(C3CCCCC3)CC(=O)N2CCCOCC)cc1OC",
  "elements": ["O", "O", "O", "O", "O", "N", "N", "C", "C", "C", "C", "C", "C", "C", "C", "C", "C", "C", "C", "C", "C", "C", "C", "C", "C", "C", "C", "C", "C", "C", "C", "C", "H", "H", "H", "H", "H", "H", "H", "H", "H", "H", "H", "H", "H", "H", "H", "H", "H", "H", "H", "H", "H", "H", "H", "H", "H", "H", "H", "H", "H", "H", "H", "H", "H", "H", "H", "H", "H", "H"],
  "coordinates": [[-1.702, -1.405, -3.831], [-0.844, -4.096, -3.230], [0.748, -0.494, 2.404], [-2.344, 3.077, 4.027], [-0.727, 3.148, -0.933], [-1.314, 1.304, 0.239], [1.355, 0.832, 0.670], [2.974, 2.466, 1.580], [-3.610, 3.516, 4.472], [3.755, 0.548, 0.151], [5.424, 2.111, 1.180], [0.941, 1.448, -0.569], [5.150, 0.671, 0.757], [-0.472, -2.351, 0.008], [1.257, -5.343, -2.962], [4.372, 2.583, 2.180], [-2.664, 1.781, 0.458], [-2.366, 2.155, 2.966], [-1.278, -1.836, -2.610], [2.712, 1.017, 1.165], [-0.893, -1.076, -0.335], [-0.908, 0.008, 0.729], [-3.421, 4.265, 5.782], [0.487, 0.085, 1.368], [-0.274, -5.362, -2.976], [-1.293, -0.839, -1.638], [-0.447, 2.071, -0.448], [-0.448, -3.353, -0.943], [-2.749, 2.777, 1.618], [-0.840, -3.127, -2.259], [-1.887, -2.291, -4.912], [1.821, -4.915, -4.311], [4.565, 3.620, 2.462], [-1.597, -0.297, 1.523], [-3.312, 0.921, 0.635], [1.515, -5.609, -5.091], [-0.118, -4.333, -0.641], [-2.757, 5.110, 5.628], [1.639, 2.239, -0.841], [6.418, 2.183, 1.626], [-0.669, -5.791, -2.047], [-0.158, -2.561, 1.019], [5.224, 0.017, 1.629], [1.607, -6.346, -2.710], [1.460, -3.923, -4.571], [-4.379, 4.622, 6.149], [5.897, 0.347, 0.030], [-0.624, -5.977, -3.811], [-2.975, 3.607, 6.523], [-4.274, 2.649, 4.619], [2.897, 3.129, 0.715], [0.917, 0.708, -1.381], [3.701, 1.158, -0.753], [-1.639, 0.135, -1.950], [1.607, -4.655, -2.190], [-4.075, 4.180, 3.728], [-2.582, -3.095, -4.662], [-0.944, -2.722, -5.252], [2.223, 2.776, 2.310], [-3.771, 3.156, 1.664], [2.907, -4.888, -4.278], [5.405, 2.757, 0.300], [-2.312, -1.678, -5.707], [-1.347, 1.763, 2.923], [-2.082, 3.615, 1.412], [-2.985, 2.289, -0.456], [-3.056, 1.327, 3.201], [4.430, 1.973, 3.083], [2.772, 0.382, 2.056], [3.552, -0.488, -0.127]],
  "forces_ev_per_angstrom": [[0.2, 0.1, 0.4], [-0.1, 0.4, 0.0], [0.0, -0.3, 0.3], [0.1, 0.2, 0.2], [-0.1, 0.3, -0.2], [-0.2, -0.1, 0.2], [0.2, 0.1, 0.1], [0.0, -0.2, 0.3], [-0.1, 0.1, 0.1], [0.0, -0.2, 0.3], [0.0, -0.2, 0.3], [-0.1, 0.2, -0.3], [0.0, 0.2, -0.3], [0.0, 0.0, 0.0], [-0.3, 0.2, -0.2], [0.0, 0.2, -0.3], [-0.2, 0.4, 0.0], [0.0, 0.0, -0.3], [0.0, 0.0, 0.1], [0.2, 0.1, 0.0], [-0.1, -0.2, -0.1], [0.2, -0.3, 0.2], [0.0, -0.2, -0.4], [-0.5, 0.0, 0.0], [0.3, -0.4, 0.2], [0.0, -0.2, 0.0], [0.6, -0.1, -0.1], [0.0, -0.1, 0.0], [0.1, -0.2, 0.3], [-0.1, 0.1, -0.2], [-0.1, -0.2, -0.5], [0.0, 0.0, 0.2], [0.0, 0.0, 0.1], [0.2, 0.1, -0.1], [0.0, 0.0, -0.1], [0.0, -0.1, -0.1], [0.0, -0.1, 0.0], [0.0, 0.1, 0.0], [-0.1, -0.1, 0.0], [0.0, 0.1, -0.1], [0.0, 0.0, -0.1], [0.1, 0.0, 0.1], [0.0, -0.1, 0.0], [0.0, 0.0, 0.1], [0.0, 0.1, -0.1], [-0.1, 0.1, 0.1], [0.0, -0.1, 0.0], [0.0, 0.0, 0.1], [0.0, 0.0, 0.1], [0.0, 0.1, -0.1], [0.0, 0.1, -0.1], [0.0, 0.2, 0.0], [0.0, 0.0, -0.1], [-0.1, 0.1, 0.0], [0.0, -0.1, 0.1], [0.0, -0.1, 0.1], [0.0, 0.1, 0.0], [-0.1, 0.0, 0.0], [-0.1, 0.0, 0.0], [0.0, 0.1, 0.0], [0.1, 0.0, -0.1], [0.0, 0.1, -0.1], [0.0, -0.1, 0.0], [-0.1, -0.1, 0.0], [0.0, 0.0, 0.0], [-0.1, -0.1, 0.1], [0.1, 0.0, 0.0], [0.0, 0.0, 0.1], [0.0, 0.1, -0.2], [-0.1, 0.0, -0.1]],
  "lowdin_charge": [-0.063, -0.082, 0.073, -0.148, 0.080, -0.024, 0.010, -0.136, -0.290, -0.142, -0.208, -0.021, -0.198, -0.019, -0.224, -0.196, -0.133, -0.221, -0.178, -0.280, -0.161, -0.139, -0.072, -0.414, -0.203, 0.053, -0.435, -0.005, -0.134, -0.179, -0.071, -0.097, 0.110, 0.163, 0.133, 0.075, 0.108, 0.075, 0.129, 0.108, 0.119, 0.119, 0.116, 0.113, 0.068, 0.072, 0.109, 0.131, 0.075, 0.121, 0.116, 0.140, 0.115, 0.135, 0.102, 0.114, 0.097, 0.088, 0.124, 0.112, 0.071, 0.114, 0.094, 0.122, 0.123, 0.128, 0.128, 0.117, 0.151, 0.123]
}

---

(3)
{
  "formula": "C33H73F3N6O9P",
  "method": "ωB97M-V/def2-TZVPD",
  "total_energy_ha": -2947.85058,
  "e_lumo_ev": 1.480,
  "orbital_gap_ev": 6.30,
  "e_homo_ev": -4.8201,
  "total_charge": -1,
  "elements": ["P", "F", "F", "F", "O", "O", "O", "O", "O", "O", "O", "O", "O", "N", "N", "N", "N", "N", "N", "C", "C", "C", "C", "C", "C", "C", "C", "C", "C", "C", "C", "C", "C", "C", "C", "C", "C", "C", "C", "C", "C", "C", "C", "C", "C", "C", "C", "C", "C", "C", "C", "C", "H", "H", "H", "H", "H", "H", "H", "H", "H", "H", "H", "H", "H", "H", "H", "H", "H", "H", "H", "H", "H", "H", "H", "H", "H", "H", "H", "H", "H", "H", "H", "H", "H", "H", "H", "H", "H", "H", "H", "H", "H", "H", "H", "H", "H", "H", "H", "H", "H", "H", "H", "H", "H", "H", "H", "H", "H", "H", "H", "H", "H", "H", "H", "H", "H", "H", "H", "H", "H", "H", "H", "H", "H"],
  "coordinates": [[2.523, 0.205, -5.762], [-0.271, 0.121, -5.840], [0.543, -1.356, -4.427], [0.711, -1.678, -6.578], [-2.528, 0.404, -1.968], [5.177, -3.511, -10.989], [0.950, 1.106, 8.039], [1.953, 1.633, -4.911], [3.086, -0.501, -4.278], [-3.425, 3.513, 2.135], [-0.306, -1.689, 4.312], [-6.713, -1.517, 3.030], [2.459, 2.091, 1.987], [-6.686, -1.958, 5.253], [2.422, 1.003, 3.980], [3.854, -3.665, -9.146], [-5.070, 2.032, 1.613], [-0.100, -2.387, 2.152], [-0.621, 2.613, 8.677], [-7.292, -1.637, 4.093], [3.860, 0.810, 3.956], [0.534, 1.936, 8.824], [0.809, -0.694, -5.605], [5.033, -0.098, 0.510], [-0.254, -1.043, 1.614], [-1.073, 3.592, 9.642], [-1.431, 2.345, 7.498], [4.582, 1.067, -3.231], [1.981, 1.369, -3.531], [5.500, -0.969, -1.951], [-4.158, -1.437, -2.222], [-7.416, -2.089, 6.496], [-5.247, -2.176, 5.243], [6.032, -0.294, -0.656], [0.404, 2.764, -2.016], [-0.144, -2.571, 3.484], [1.852, 1.651, 2.950], [-6.333, 1.412, 1.971], [-4.482, 2.961, 2.385], [4.914, -4.270, -8.361], [-4.408, 1.632, 0.379], [1.784, 2.616, -2.667], [0.096, -3.488, 1.230], [-0.751, 2.665, -2.994], [-2.141, 2.735, -2.302], [1.663, 0.475, 5.106], [-2.795, -0.824, -2.613], [5.624, -0.062, -3.171], [2.559, -3.439, -8.525], [4.110, -3.334, -10.421], [3.170, 0.470, -3.240], [-3.022, 1.549, -2.642], [-1.719, 1.294, 7.470], [-1.216, -0.624, 1.912], [-0.701, 3.441, -3.763], [-4.513, -0.986, -1.295], [5.243, -5.202, -8.826], [1.127, 0.710, -3.284], [1.001, -3.331, 0.641], [-4.996, -2.991, 4.564], [-8.381, -1.487, 4.196], [3.243, -2.878, -10.929], [-4.065, -2.516, -2.098], [6.881, -0.890, -0.314], [1.917, 3.478, -3.333], [-2.765, -0.709, -3.701], [4.162, 0.269, 4.850], [-7.306, -3.098, 6.897], [1.085, 2.212, 9.741], [4.482, -1.348, -1.835], [-2.005, -1.526, -2.341], [1.879, -2.975, -9.236], [0.373, 3.742, -1.523], [-2.634, 3.660, -2.611], [4.546, -4.471, -7.359], [-0.755, -3.569, 0.551], [-3.022, 1.416, -3.733], [-0.701, 1.719, -3.543], [3.024, -0.931, -6.504], [5.771, -3.599, -8.304], [-2.321, 2.969, 7.522], [4.152, 0.246, 3.072], [-1.989, 2.713, -1.219], [6.391, 0.698, -0.936], [0.608, 0.698, 4.986], [-8.473, -1.893, 6.326], [5.567, -0.627, -4.102], [4.753, 1.633, -4.148], [2.573, 2.678, -1.911], [5.091, 0.934, 0.858], [-5.009, 0.884, -0.129], [2.135, -4.392, -8.199], [-1.177, 4.571, 9.170], [1.785, -0.605, 5.151], [-7.042, -1.376, 7.234], [-4.914, -2.424, 6.248], [-0.864, 2.563, 6.593], [-6.682, 1.819, 2.920], [2.020, 0.914, 6.032], [-7.083, 1.616, 1.202], [0.533, -0.397, 1.996], [0.305, 1.997, -1.239], [4.713, 1.735, -2.369], [0.754, 1.723, 3.039], [0.194, -4.420, 1.783], [1.995, 0.769, -6.993], [4.372, 1.773, 3.922], [-0.196, -1.076, 0.530], [-0.353, 3.670, 10.454], [-4.917, -1.231, -2.982], [-6.212, 0.332, 2.074], [2.662, -2.780, -7.662], [6.129, -1.851, -2.114], [-4.069, 1.723, -2.354], [5.282, -0.769, 1.334], [-0.016, -3.629, 3.774], [-2.040, 3.299, 10.057], [-3.425, 1.217, 0.600], [-4.270, 2.497, -0.267], [4.006, -0.269, 0.179], [3.787, 0.875, -6.021], [6.628, 0.385, -3.144], [-4.730, -1.280, 4.899], [2.935, 0.009, -2.271], [-5.063, 3.190, 3.299]],
  "forces_ev_per_angstrom": [[1.1, 0.8, -1.3], [0.2, -0.4, 0.3], [-0.3, 0.3, -0.5], [-0.1, 0.3, 0.4], [0.2, 0.0, -0.3], [-0.1, 0.0, 0.1], [-0.1, 0.1, 0.2], [0.1, -0.7, 0.3], [-0.1, 0.4, 0.2], [-0.1, -0.1, 0.1], [-0.1, -0.1, -0.2], [-0.1, -0.2, 0.1], [0.0, 0.0, 0.2], [-0.1, 0.0, 0.1], [-0.1, 0.0, 0.1], [-0.1, 0.0, -0.1], [-0.1, 0.0, 0.0], [0.0, -0.1, 0.0], [-0.1, 0.1, 0.1], [0.1, 0.0, -0.1], [-0.1, 0.1, -0.1], [0.1, -0.1, 0.0], [-0.3, -0.3, 0.0], [0.3, 0.0, -0.5], [0.0, 0.0, 0.1], [0.0, -0.1, -0.2], [0.1, -0.1, 0.0], [0.0, -0.3, 0.3], [-1.0, 0.0, 0.5], [0.5, -0.2, 0.2], [0.1, 0.4, -0.2], [0.2, 0.0, -0.1], [-0.1, 0.0, -0.1], [-0.5, 0.0, -0.2], [0.5, -0.1, 0.0], [0.0, 0.0, 0.0], [0.0, -0.1, -0.2], [0.3, -0.1, -0.2], [0.1, 0.1, 0.0], [0.0, 0.0, -0.1], [0.1, 0.1, 0.3], [0.3, 0.5, -0.6], [0.0, 0.2, 0.0], [-0.6, -0.4, -0.1], [0.6, -0.2, -0.1], [0.4, 0.1, -0.2], [-0.4, -0.5, 0.0], [0.1, 0.4, -0.1], [0.2, -0.1, 0.1], [0.1, 0.0, -0.1], [0.0, -0.1, -0.5], [-0.3, 0.2, -0.2], [0.0, 0.0, 0.0], [0.0, 0.0, 0.0], [0.2, 0.0, 0.1], [0.1, -0.2, 0.1], [0.0, 0.0, 0.0], [0.1, 0.0, -0.1], [0.0, 0.0, 0.0], [0.0, 0.0, 0.0], [0.0, 0.0, 0.0], [0.0, 0.0, 0.0], [-0.1, 0.0, 0.0], [0.1, 0.3, 0.1], [0.2, 0.0, 0.0], [0.2, 0.1, 0.1], [0.0, 0.0, 0.0], [0.0, 0.0, 0.0], [0.0, 0.0, 0.0], [0.0, 0.1, 0.0], [0.1, 0.2, 0.1], [0.0, 0.0, 0.0], [-0.1, -0.1, 0.2], [-0.2, 0.0, 0.3], [0.0, 0.0, 0.0], [0.0, 0.0, 0.0], [0.1, -0.3, 0.1], [0.1, 0.1, 0.0], [-0.2, -0.2, 0.4], [0.0, 0.0, 0.0], [0.0, 0.0, 0.0], [0.0, 0.0, 0.0], [-0.2, 0.3, 0.0], [0.2, -0.1, 0.0], [0.0, 0.0, 0.0], [0.0, 0.0, 0.0], [-0.1, -0.1, 0.1], [-0.1, 0.1, 0.1], [-0.1, 0.0, 0.1], [-0.1, -0.1, 0.2], [0.0, 0.0, 0.0], [-0.1, 0.0, 0.0], [0.0, 0.0, 0.1], [-0.1, -0.1, 0.1], [0.0, 0.0, 0.0], [0.0, 0.0, 0.0], [0.0, 0.0, 0.0], [0.0, 0.0, 0.0], [0.0, 0.0, 0.1], [0.0, 0.0, 0.1], [0.0, 0.0, 0.0], [-0.2, 0.1, 0.0], [-0.1, 0.0, -0.1], [0.0, 0.1, 0.1], [0.0, 0.0, 0.0], [-0.1, -0.1, 0.2], [0.0, 0.0, 0.0], [0.0, 0.0, 0.0], [0.0, 0.0, 0.0], [0.0, -0.1, 0.0], [-0.1, 0.2, 0.0], [-0.1, 0.0, 0.0], [-0.1, 0.0, -0.2], [0.0, 0.0, 0.0], [-0.2, 0.0, 0.0], [0.0, 0.0, 0.0], [0.0, 0.0, 0.0], [0.0, 0.0, -0.1], [0.0, 0.0, 0.0], [0.0, 0.0, 0.1], [-0.1, -0.1, 0.2], [-0.1, 0.0, -0.1], [0.0, 0.0, 0.0], [0.3, -0.2, 0.0], [0.0, 0.0, 0.0]],
  "lowdin_charge": [0.541, 0.028, 0.033, -0.007, -0.160, -0.014, 0.011, -0.275, -0.297, 0.005, -0.007, 0.000, 0.000, -0.199, -0.182, -0.193, -0.187, -0.187, -0.199, -0.342, -0.038, -0.343, -0.598, -0.112, -0.013, -0.064, -0.033, -0.138, -0.397, -0.214, -0.065, -0.063, -0.033, -0.242, -0.205, -0.349, -0.375, -0.056, -0.369, -0.046, -0.037, -0.130, -0.055, -0.190, -0.168, -0.063, -0.257, -0.215, -0.053, -0.365, -0.357, -0.253, 0.094, 0.094, 0.119, 0.053, 0.086, 0.123, 0.093, 0.094, 0.135, 0.129, 0.065, 0.090, 0.119, 0.114, 0.086, 0.088, 0.132, 0.096, 0.111, 0.085, 0.113, 0.111, 0.086, 0.089, 0.126, 0.099, -0.021, 0.092, 0.084, 0.061, 0.104, 0.089, 0.075, 0.080, 0.105, 0.103, 0.107, 0.063, 0.076, 0.089, 0.089, 0.079, 0.088, 0.086, 0.093, 0.079, 0.062, 0.090, 0.070, 0.114, 0.108, 0.133, 0.079, 0.000, 0.093, 0.092, 0.080, 0.067, 0.059, 0.056, 0.097, 0.102, 0.054, 0.130, 0.087, 0.096, 0.085, 0.065, -0.010, 0.105, 0.095, 0.137, 0.125]
}